{"formula": "C44H44BBrF4N5O7SSb2Tl", "method": "the ωB97M-V functional and the def2-TZVPD basis", "orbital_gap_ev": 7.222, "e_tot_ev": -178323.7571, "relative_energy_ev": 0.1170, "total_charge": -2, "symbols": ["Tl", "Sb", "Sb", "Br", "S", "F", "F", "F", "F", "O", "O", "O", "O", "O", "O", "O", "N", "N", "N", "N", "N", "C", "C", "C", "C", "C", "C", "C", "C", "C", "C", "C", "C", "C", "C", "C", "C", "C", "C", "C", "C", "C", "C", "C", "C", "C", "C", "C", "C", "C", "C", "C", "C", "C", "C", "C", "C", "C", "C", "C", "C", "C", "C", "C", "C", "B", "H", "H", "H", "H", "H", "H", "H", "H", "H", "H", "H", "H", "H", "H", "H", "H", "H", "H", "H", "H", "H", "H", "H", "H", "H", "H", "H", "H", "H", "H", "H", "H", "H", "H", "H", "H", "H", "H", "H", "H", "H", "H", "H", "H"], "coordinates": [[0.1990, 0.1544, 1.2365], [-4.2037, -0.7975, 0.6163], [-0.3622, 0.2474, -2.3149], [5.6545, -2.8680, 0.4274], [0.0132, -0.9610, 4.6193], [0.2508, -2.3917, -0.9006], [0.1310, -4.5666, -1.6045], [-1.0800, -3.8938, 0.2379], [1.2135, -4.0412, 0.3852], [2.2864, 7.4819, 2.8735], [4.5169, 0.9615, 3.5797], [1.5366, 3.9664, -0.7327], [0.2578, 2.4514, 0.2868], [4.7294, 2.3840, 5.1716], [3.5896, 6.9142, 4.4847], [2.2884, 1.3306, 2.0687], [2.5721, -0.3228, -0.5123], [2.8993, 6.6364, 3.5118], [4.2650, 2.0341, 4.0909], [1.5391, -2.3268, 2.8909], [-0.6322, -2.9593, 2.9550], [2.1163, 0.7040, -4.0806], [3.4969, -0.9789, -5.1078], [3.4040, 2.9762, 3.3772], [-2.9320, -1.6124, -0.8976], [2.5145, 2.5349, 2.3211], [2.7958, 5.2571, 3.0942], [3.2523, 0.3541, -4.7997], [2.6006, -1.9570, -4.6972], [-2.0288, 3.0135, -0.0400], [-3.1652, 1.0582, 0.8334], [-3.0021, 1.5654, 2.1213], [3.1916, 0.8377, -0.7224], [5.3212, -0.0957, -0.1970], [-2.4753, 4.2021, -4.4162], [-1.7545, -1.2112, -3.0657], [-7.3813, 1.6296, -1.2770], [-2.3071, 1.8024, -4.2741], [1.1727, 3.3269, 0.2706], [-5.7579, -0.0723, -0.6864], [-2.0575, -2.7325, 3.1591], [-2.3577, 2.7817, 2.3307], [-6.2672, 1.2210, -0.5507], [-1.2235, 1.9035, -3.3997], [-7.5097, -0.5356, -2.3031], [-6.3998, -0.9414, -1.5720], [3.4963, 4.2910, 3.7787], [-1.8708, 3.5035, 1.2509], [3.3004, -1.3878, -0.1860], [-2.9304, 2.9397, -4.7779], [-3.0579, -1.0394, -2.3174], [1.2032, -0.2704, -3.6730], [4.6734, -1.3055, -0.0288], [-2.6739, 1.8024, -0.2468], [2.0485, 4.9207, 1.9512], [2.7283, -1.5265, 3.1726], [-2.5990, -3.4040, 4.4120], [-0.7782, 3.1833, -3.0376], [-1.3938, 4.3202, -3.5525], [1.4615, -1.6065, -3.9803], [4.5594, 0.9985, -0.5675], [1.9010, 3.6215, 1.5698], [3.4467, -1.9334, 4.4489], [-8.0079, 0.7514, -2.1510], [0.3315, -2.1444, 3.4555], [0.1263, -3.7296, -0.4897], [4.3894, -1.2548, -5.6568], [3.9547, 1.1211, -5.1047], [0.0364, 3.3086, -2.3231], [6.3871, -0.0145, -0.0287], [2.7862, -1.8159, 5.3090], [4.1361, 4.5577, 4.6049], [1.5663, -2.9220, 2.0699], [-2.0749, -3.0283, 5.2916], [-3.8774, -1.5385, -2.8423], [3.7801, -2.9734, 4.3958], [-3.3637, 1.0018, 2.9748], [-3.3317, 0.0154, -2.3069], [2.7665, -2.3214, -0.0359], [-2.5551, -3.1299, 2.2730], [-1.3422, 4.4342, 1.4145], [-1.8644, -1.1038, -4.1474], [-1.3286, -2.2018, -2.8794], [2.5695, 1.6808, -1.0130], [-7.7603, 2.6383, -1.1586], [-8.8784, 1.0684, -2.7125], [1.9467, 1.7482, -3.8304], [-0.4177, -3.4090, 2.0727], [-2.9703, 5.0881, -4.7959], [-2.2207, 3.1526, 3.3393], [-2.2476, -1.6573, 3.2073], [1.6050, 5.7067, 1.3558], [-3.7786, 2.8366, -5.4447], [2.4621, -0.4721, 3.2075], [-5.7819, 1.9242, 0.1171], [-2.4678, -4.4876, 4.3570], [-2.6852, 0.8321, -4.5725], [5.0076, 1.9723, -0.7155], [-2.7796, 1.4440, -1.2623], [-1.6268, 3.5571, -0.8880], [-3.0698, -2.6953, -0.8976], [4.3180, -1.2901, 4.5905], [0.7924, -2.3875, -3.6359], [-3.6656, -3.1877, 4.5217], [-7.9871, -1.2252, -2.9898], [3.3918, -1.6604, 2.3168], [-1.9264, -1.4516, -0.4815], [2.7945, -3.0002, -4.9181], [-6.0256, -1.9519, -1.7026], [-1.0332, 5.2985, -3.2559]], "atomic_forces_ev_per_a": [[0.0210, 0.2310, -0.1265], [-0.0472, 0.1300, 0.0833], [0.1604, -0.1692, -0.0603], [-0.0463, 0.0751, 0.0255], [0.0897, -0.1538, -0.0524], [0.0642, -0.0145, 0.1006], [0.0478, 0.0173, 0.1213], [0.1627, -0.0040, -0.0218], [-0.1881, 0.0923, -0.0838], [-0.0502, 0.0500, -0.0385], [0.0835, -0.0207, -0.1072], [-0.1135, 0.1130, 0.0106], [1.1615, -0.2389, 0.0198], [0.0002, -0.0097, 0.0245], [0.0591, -0.0361, 0.0647], [0.0796, 0.1257, -0.0510], [0.0939, 0.0346, -0.0858], [-0.0320, -0.1961, -0.1152], [-0.2233, 0.2088, -0.0626], [0.0238, 0.0063, -0.0281], [-0.1364, 0.1708, -0.0505], [-0.0258, -0.0964, -0.0852], [-0.0308, 0.0202, 0.0018], [0.1012, -0.1508, 0.0530], [-0.0269, 0.0317, -0.0458], [-0.1323, 0.0406, 0.0833], [-0.0004, 0.2480, -0.0081], [-0.0470, -0.0243, 0.0122], [-0.0248, 0.0467, 0.0052], [-0.6480, 0.0678, -0.0951], [-0.1371, 0.1293, 0.0432], [-0.0322, -0.1114, -0.0413], [-0.0600, -0.0532, 0.0008], [0.0328, -0.0403, 0.0377], [0.0347, -0.0694, 0.0285], [0.3388, -0.2147, -0.2942], [0.0409, -0.0266, 0.0175], [0.0800, 0.1211, -0.0305], [0.1954, -0.2257, -0.0757], [-0.2049, 0.0734, 0.0287], [0.1227, -0.0167, 0.0380], [0.0584, 0.1843, -0.1654], [0.0039, -0.0882, -0.1250], [0.0050, 0.2345, 0.0553], [0.0527, 0.0038, 0.0373], [0.0210, 0.0751, 0.0341], [0.0961, 0.0415, 0.0567], [-0.5457, 0.0100, 0.2762], [-0.1283, 0.0823, -0.0585], [0.0743, 0.0012, 0.0504], [-0.2165, -0.2585, 0.2620], [0.2197, 0.0727, 0.0155], [0.0632, -0.0066, -0.0637], [-0.1253, 0.2430, 0.1605], [-0.0479, 0.0488, 0.0082], [0.0211, -0.0739, 0.1632], [0.0096, -0.0172, 0.0304], [0.0168, -0.1067, -0.2240], [0.0141, -0.0630, -0.0734], [0.0701, 0.0734, -0.0170], [-0.0100, 0.0404, -0.0097], [0.1610, -0.0284, -0.0127], [0.0418, -0.0657, 0.0343], [0.0296, 0.0180, 0.0155], [-0.0834, -0.0317, -0.0386], [0.0053, -0.2021, -0.0910], [0.0051, -0.0025, 0.0021], [0.0018, -0.0008, -0.0058], [-0.0286, -0.0358, -0.0825], [-0.0098, -0.0054, -0.0451], [0.0111, -0.0155, -0.0235], [-0.0334, -0.0140, 0.0261], [0.0316, -0.0996, 0.1197], [-0.0222, -0.0138, -0.0312], [-0.0336, -0.0546, 0.0262], [-0.0195, -0.0020, 0.0136], [0.0058, -0.0084, 0.0185], [-0.1794, -0.0018, 0.0138], [0.0249, 0.0194, -0.0558], [0.0130, 0.0200, 0.0118], [0.0150, -0.0075, -0.0018], [0.0008, 0.0735, -0.0034], [-0.0363, 0.1027, 0.0193], [0.0182, -0.0766, 0.0603], [0.0160, -0.0097, -0.0048], [0.0076, 0.0093, -0.0109], [0.0015, -0.0449, 0.0011], [-0.0054, -0.1236, 0.0661], [0.0043, 0.0075, -0.0139], [0.0208, -0.0129, 0.0030], [0.0063, 0.0066, 0.0004], [0.0059, -0.0086, -0.0104], [-0.0066, 0.0066, -0.0057], [0.0301, -0.0870, 0.0242], [0.0174, -0.0081, 0.0180], [0.0055, 0.0371, 0.0061], [0.0019, -0.0308, 0.0295], [0.0045, -0.0222, 0.0083], [-0.1172, 0.1155, 0.0936], [-0.1836, -0.0568, 0.2893], [0.0895, 0.0409, -0.0741], [-0.0704, -0.0560, -0.0063], [0.0358, 0.0197, 0.0094], [0.0372, -0.0119, -0.0081], [0.0078, -0.0005, 0.0060], [-0.0511, 0.0539, 0.1077], [-0.1922, -0.0383, -0.1758], [0.0002, 0.0064, 0.0010], [-0.0143, -0.0133, 0.0212], [-0.0092, -0.0044, 0.0016]], "lowdin_charge": [0.89, 1.46, 1.55, 0.71, 0.60, 0.04, 0.12, 0.09, 0.07, 0.03, 0.07, -0.01, -0.24, 0.03, 0.02, -0.16, 0.05, -0.38, -0.34, 0.00, 0.00, -0.14, -0.11, -0.05, -0.41, -0.29, -0.16, -0.11, -0.10, -0.09, -0.44, -0.18, -0.14, -0.11, -0.11, -0.37, -0.10, -0.13, -0.64, -0.40, -0.31, -0.09, -0.13, -0.35, -0.11, -0.15, 0.06, -0.08, -0.19, -0.10, -0.39, -0.37, -0.67, -0.15, 0.05, -0.28, -0.10, -0.15, -0.09, -0.12, -0.03, -0.04, -0.09, -0.12, -0.90, -1.26, 0.09, 0.09, 0.07, 0.10, 0.05, 0.12, 0.11, 0.05, 0.09, 0.07, 0.08, 0.05, 0.10, 0.09, 0.11, 0.05, 0.05, 0.10, 0.09, 0.09, 0.10, 0.10, 0.09, 0.10, 0.06, 0.13, 0.09, 0.05, 0.09, 0.07, 0.08, 0.11, 0.05, 0.09, 0.05, 0.06, 0.09, 0.07, 0.09, 0.09, 0.00, 0.10, 0.09, 0.10]}